1.
Computed, not measured: a molecular structure, C14H14ClHfNO2 in a non-equilibrium geometry, with the ωB97M-V functional and the def2-TZVPD basis.

Computed properties:
LUMO ... -9.53 eV
Molecular weight ... 442.214 g mol⁻¹
Highest occupied orbital energy ... -15.82 eV
Net charge ... +2

Each line ends with the Löwdin charge.
Positions of all 33 atoms, in Å:
Cl -1.1387 2.3055 -1.9588  0.50
C -0.8072 -1.6398 -1.9577  -0.15
C 0.5769 -1.7756 -1.6325  -0.17
C 1.3289 -0.7773 -2.3911  -0.16
H 1.0425 -2.5782 -1.0427  0.15
C 0.3726 -0.1254 -3.2918  -0.38
C -0.9536 -0.6104 -2.9752  -0.11
H -1.8999 -0.4139 -3.5496  0.17
H -1.5797 -2.3576 -1.6677  0.15
H 2.4340 -0.5959 -2.3043  0.15
C 0.7631 0.8848 -4.3431  -0.02
Hf -0.0529 0.4003 -0.9790  1.27
C 2.0206 1.1299 -0.3071  0.06
O 2.8936 1.5666 0.3324  0.23
C -1.8858 1.5165 -0.1612  -0.40
O -2.6071 2.1386 0.5791  0.09
H 1.7353 1.3044 -4.0204  0.10
H -0.0313 1.6527 -4.3814  0.07
H 0.8952 0.4397 -5.3435  0.12
N -0.7652 -0.9501 0.8053  -0.02
C -0.4287 -0.4528 2.1350  -0.33
C 0.8837 -0.6452 2.5513  -0.05
C 1.2703 -0.1441 3.8073  -0.03
C 0.3105 0.5516 4.5759  -0.03
C -1.0291 0.7073 4.1431  -0.01
C -1.3981 0.1781 2.8945  -0.03
H -0.5484 -1.9292 0.8571  0.11
H -1.7896 -1.0919 0.7759  0.13
H 1.6058 -1.1139 1.9002  0.11
H 2.2917 -0.2478 4.1677  0.12
H 0.6138 1.0123 5.5082  0.12
H -1.7261 1.2822 4.7597  0.13
H -2.3969 0.3788 2.5145  0.11

---

2.
Computed, not measured: a molecular structure, C14H14ClMgNO2 in a non-equilibrium geometry, with the ωB97M-V functional and the def2-TZVPD basis.

Computed properties:
LUMO ... 5.00 eV
Molecular weight ... 288.029 g mol⁻¹
Highest occupied orbital energy ... 0.52 eV
Net charge ... -2
Relative energy (zero: lowest compared OMol25 entry of this formula, charge and spin) ... 11.24 kcal per mole

Each line ends with the Löwdin charge.
Positions of all 33 atoms, in Å:
C -2.4877 1.9684 -0.9436  -0.21
C -2.0266 0.9171 -1.7871  -0.28
C -0.6080 1.0452 -1.9472  -0.24
H -2.6367 0.1002 -2.1729  0.04
C -0.2079 2.2181 -1.2327  -0.23
C -1.3666 2.7986 -0.6290  -0.22
H -1.3756 3.6640 0.0284  0.05
H -3.5128 2.1345 -0.6199  0.05
H 0.0391 0.3786 -2.5253  0.05
H 0.8116 2.5835 -1.1462  0.05
Mg -0.3178 -1.3741 -0.2346  0.38
Cl -2.5814 -1.4046 0.1916  -0.06
C 0.0252 -3.4538 -0.1281  -0.25
C 1.2351 -2.8288 -0.5570  -0.25
C 1.0860 -2.4639 -1.9309  -0.19
H 2.1369 -2.7047 0.0330  0.09
C -0.1838 -2.9172 -2.3704  -0.17
C -0.8673 -3.4563 -1.2539  -0.26
H -1.8600 -3.8908 -1.2883  0.08
H -0.2237 -3.7486 0.8898  0.10
H 1.8929 -2.1219 -2.5718  0.09
H -0.5064 -2.9916 -3.4037  0.08
O 1.3454 -0.5399 0.5979  -0.09
C 1.0991 0.3707 1.4410  -0.48
C 2.1233 0.9704 2.3917  -0.12
C 1.3777 2.1333 3.0071  -0.12
C -0.0060 2.0818 2.3278  -0.50
O -0.8321 2.9608 2.4100  0.02
N -0.1141 0.9282 1.5534  0.18
H 2.4305 0.2411 3.1490  0.11
H 3.0033 1.3041 1.8375  0.11
H 1.2482 1.9997 4.0876  0.10
H 1.8601 3.0978 2.7965  0.11

---

3.
Computed, not measured: a molecular structure, C14H14Co2NO6 in a non-equilibrium geometry, with the ωB97M-V functional and the def2-TZVPD basis.

Computed properties:
LUMO ... 2.69 eV
Molecular weight ... 410.133 g mol⁻¹
Highest occupied orbital energy ... -3.80 eV
Net charge ... -1

Each line ends with the Löwdin charge.
Positions of all 37 atoms, in Å:
C 3.7449 0.0943 -0.2322  -0.07
C 3.4052 0.9708 -1.4247  -0.43
C 3.2181 2.4630 -1.0786  -0.15
C 2.1275 2.9625 -2.0424  -0.16
C 1.3949 1.6934 -2.5340  -0.22
N 2.1670 0.5895 -2.0376  -0.05
H 4.6467 0.4532 0.2756  0.07
H 2.9130 0.0860 0.4854  0.08
H 3.9277 -0.9380 -0.5496  0.07
H 4.2370 0.8826 -2.1490  0.13
H 2.8560 2.5466 -0.0478  0.11
H 4.1576 3.0095 -1.1826  0.10
H 1.4367 3.6616 -1.5608  0.10
H 2.5960 3.4344 -2.9131  0.10
H 0.3866 1.6500 -2.0978  0.09
H 1.2795 1.6817 -3.6324  0.10
H 2.1348 -0.2774 -2.5386  0.12
O 0.1246 0.0252 4.2008  0.05
C -0.7317 -0.5891 3.7184  -0.20
Co -2.0184 -1.4786 2.9140  0.02
C -1.4772 -3.1331 2.6547  -0.18
O -1.1318 -4.2363 2.5119  0.05
C -3.4570 -1.6056 3.9393  -0.19
O -4.4047 -1.7047 4.5931  0.06
C -2.6183 -0.2816 1.4381  -0.30
C -1.6672 -0.3598 0.3901  -0.42
C -0.3686 -0.0853 0.1809  -0.05
Co -3.1145 -1.3451 0.0906  0.05
C -2.6366 -2.9416 -0.6221  -0.10
O -2.4977 -3.9897 -1.0850  0.10
C -3.5306 -0.3414 -1.2978  -0.12
O -3.8032 0.3555 -2.1847  0.11
C -4.7087 -1.7774 0.7112  -0.14
O -5.7521 -2.0754 1.1005  0.12
H -3.1891 0.5921 1.7619  0.07
H 0.1802 -0.5584 -0.6341  0.03
H 0.1734 0.5669 0.8781  0.05

---

4.
Computed, not measured: a molecular structure, C14H14F5IN2Sn in a non-equilibrium geometry, with the ωB97M-V functional and the def2-TZVPD basis.

Computed properties:
LUMO ... -1.25 eV
Molecular weight ... 550.885 g mol⁻¹
Highest occupied orbital energy ... -7.10 eV
Net charge ... 0
Relative energy (zero: lowest compared OMol25 entry of this formula, charge and spin) ... 0.00 kcal per mole

Each line ends with the Löwdin charge.
Positions of all 37 atoms, in Å:
C 3.6920 4.3568 1.2893  -0.19
C 4.8702 3.4616 0.9229  -0.18
H 3.3909 4.9712 0.4378  0.06
H 3.9683 5.0396 2.0970  0.06
H 2.8150 3.7890 1.6123  -0.02
H 4.5810 2.6689 0.2317  0.05
H 5.6581 4.0481 0.4446  0.06
H 5.3053 2.9971 1.8097  0.06
C -2.6225 1.2076 -0.4847  -0.12
C -3.8368 1.1320 -1.1611  -0.03
C -4.0981 0.0382 -1.9823  -0.03
C -3.1317 -0.9606 -2.0947  0.01
H -2.3722 2.0425 0.1742  0.03
H -4.5497 1.9435 -1.0276  0.12
H -5.0292 -0.0443 -2.5323  0.12
H -3.2739 -1.8383 -2.7208  0.11
N -1.6792 0.2504 -0.6019  -0.05
C -1.9276 -0.8354 -1.3901  -0.19
C -0.8731 -1.8580 -1.4609  -0.20
N 0.2343 -1.6032 -0.7277  -0.04
C 1.2636 -2.4690 -0.7432  -0.11
C 0.0856 -3.9285 -2.2545  -0.04
C 1.2224 -3.6449 -1.4925  -0.03
H 2.1302 -2.2005 -0.1376  0.12
H 2.0898 -4.3006 -1.4578  0.11
C -0.9750 -3.0293 -2.2396  0.01
H -1.8764 -3.1906 -2.8269  0.10
H 0.0371 -4.8337 -2.8539  0.11
Sn 0.3312 0.5581 0.4356  0.81
I -0.1323 3.0862 1.7767  0.04
F 0.7989 -0.1707 3.3518  0.01
C 0.0977 -0.7416 2.3185  -0.55
F 0.6463 -1.9884 2.0872  0.01
C -1.3629 -0.9341 2.7146  -0.57
F -1.4549 -1.6179 3.8754  0.14
F -2.0175 0.2504 2.8674  0.09
F -2.0049 -1.6516 1.7436  0.11

---

5.
Computed, not measured: a molecular structure, C14H14F5N3O8S3 in a non-equilibrium geometry, with the ωB97M-V functional and the def2-TZVPD basis.

Computed properties:
LUMO ... -2.96 eV
Molecular weight ... 543.470 g mol⁻¹
Highest occupied orbital energy ... -8.67 eV
Net charge ... 0

Each line ends with the Löwdin charge.
Positions of all 47 atoms, in Å:
C -1.3673 -1.4673 1.1850  0.03
C -2.7531 -0.8325 1.1822  -0.45
O -3.4100 -0.8026 2.1796  0.18
O -3.3100 -0.3082 -0.0065  -0.04
C -2.5055 0.7428 -0.5651  -0.07
C -1.5073 0.0952 -1.5381  -0.12
N -2.0315 -0.8649 -2.3094  0.16
C -1.3315 -1.5864 -3.1975  0.03
C 0.0146 -1.3311 -3.3555  -0.15
C 0.7820 -2.2117 -4.3562  0.01
C 0.6183 -0.3144 -2.5928  0.03
C 2.0998 -0.0842 -2.8022  -0.39
O 2.9625 -0.3968 -2.0382  0.20
O 2.4274 0.5067 -4.0386  -0.03
N 3.2889 1.6299 -3.7602  0.07
C 2.6705 2.6440 -4.1320  -0.72
S 1.9891 3.8628 -4.8124  0.85
C -0.1491 0.4264 -1.6645  -0.04
C 0.4824 1.5480 -0.8455  -0.08
C 1.5014 1.0928 0.2304  -0.03
C 1.8876 2.3094 1.0778  -0.61
F 2.4366 3.2730 0.2820  0.11
F 2.7608 1.9903 2.0305  0.17
F 0.8187 2.8807 1.6721  0.14
H -0.6161 -0.6785 1.4125  0.06
H -1.2997 -2.3265 1.8569  0.11
H -1.1036 -1.8249 0.1677  0.08
H -2.0252 1.3381 0.2176  0.14
H -3.2082 1.3342 -1.1749  0.15
H -3.0228 -1.0771 -2.1990  0.19
H -1.8542 -2.3658 -3.7517  0.16
H 0.4809 -1.9082 -5.3684  0.10
H 1.8635 -2.1783 -4.1927  0.09
H 0.3908 -3.2314 -4.2123  0.10
H -0.3101 2.0971 -0.3173  0.11
H 0.9640 2.2987 -1.4963  0.13
H 2.4430 0.6972 -0.1699  0.12
H 1.1127 0.3306 0.9207  0.10
N -0.8537 -0.1205 5.0809  -0.30
S -0.8983 -0.4765 6.6315  0.49
O 0.1166 0.1214 7.4377  -0.28
O -1.3004 -1.8058 6.9613  -0.28
F -2.1852 0.3752 7.0200  -0.19
S 0.3717 -0.7507 4.3488  0.47
O 0.6047 -0.1913 3.0393  -0.34
O 0.5422 -2.1679 4.4295  -0.28
F 1.6245 -0.2012 5.1516  -0.18

---

6.
Computed, not measured: C14H14F5NO3 in the gas phase, with the ωB97M-V functional and the def2-TZVPD basis.

Computed properties:
LUMO ... 0.76 eV
Molecular weight ... 339.260 g mol⁻¹
Highest occupied orbital energy ... -8.61 eV
Net charge ... 0
SMILES ... O=C(CCCC(=O)OCC(F)(F)C(F)F)Nc1ccccc1F
Relative energy (zero: lowest compared OMol25 entry of this formula, charge and spin) ... 0.69 kcal per mole

Each line ends with the Löwdin charge.
Positions of all 37 atoms, in Å:
O 1.7008 -1.6723 2.3711  0.08
C 1.3518 -0.6801 1.7729  -0.47
C 0.9083 0.5951 2.4740  -0.09
C -0.4557 0.3755 3.1507  -0.16
C -1.4228 -0.4767 2.3217  -0.08
C -1.6565 -0.0073 0.9113  -0.48
O -1.8177 -0.7220 -0.0383  0.13
O -1.7011 1.3434 0.8295  0.02
C -1.9049 1.9050 -0.4513  -0.05
C -0.8485 2.9778 -0.7040  -0.44
F 0.4031 2.4669 -0.5769  0.11
F -0.9186 3.9665 0.2215  0.12
C -0.9767 3.6282 -2.0996  -0.31
F -0.9589 2.6905 -3.0593  0.10
F -2.1645 4.2584 -2.1851  0.10
N 1.2601 -0.5889 0.4158  0.16
C 1.3506 -1.6053 -0.5340  -0.15
C 1.7832 -2.8987 -0.2625  0.00
C 1.8213 -3.8439 -1.2727  -0.08
C 1.4342 -3.5243 -2.5625  -0.09
C 0.9977 -2.2417 -2.8534  -0.01
C 0.9615 -1.3091 -1.8417  -0.21
F 0.5303 -0.0479 -2.1129  0.06
H 0.8510 1.4234 1.7693  0.10
H 1.6434 0.8449 3.2399  0.12
H -0.3021 -0.1440 4.0972  0.12
H -0.9035 1.3474 3.3596  0.12
H -1.0733 -1.5093 2.2646  0.13
H -2.3984 -0.4863 2.8160  0.14
H -1.8197 1.1224 -1.2175  0.14
H -2.8936 2.3730 -0.4934  0.16
H -0.1699 4.3533 -2.2834  0.18
H 1.0006 0.3066 0.0253  0.12
H 2.0798 -3.1498 0.7419  0.10
H 2.1588 -4.8433 -1.0450  0.10
H 1.4671 -4.2678 -3.3434  0.10
H 0.6826 -1.9596 -3.8453  0.12

---

| no. | frontier orbital gap (eV) |
| --- | --- |
| 1 | 6.29 |
| 2 | 4.47 |
| 3 | 6.49 |
| 4 | 5.85 |
| 5 | 5.71 |
| 6 | 9.37 |